Entry from the OMol25 dataset: C21H26N2O4 in the gas phase at a distorted geometry (ωB97M-V/def2-TZVPD).

The geometry in XYZ format:
```
53
C21H26N2O4 (ωB97M-V/def2-TZVPD)
C 3.36383 -3.59631 2.66886
O 3.34364 -2.33700 2.03390
C 2.18992 -1.64918 1.83724
C 2.38269 -0.39972 1.24421
C 1.31340 0.41789 0.93919
C 1.53926 1.71709 0.31769
N 2.47877 2.53401 0.72034
O 2.42109 3.64738 -0.05199
C 1.43743 3.51800 -0.95594
C 1.18268 4.60820 -1.92588
C 0.82208 2.30082 -0.77675
C -0.18788 1.74064 -1.57511
C -1.02262 1.27500 -2.30540
C -1.94337 0.70437 -3.27961
N -1.63427 1.33076 -4.56607
C -3.39678 1.05201 -2.91927
C -3.81013 0.41505 -1.59757
C -3.64211 -1.10062 -1.66062
C -2.19297 -1.45878 -1.97679
C -1.76972 -0.83106 -3.30041
C 0.01652 0.00575 1.23406
C -0.19363 -1.21461 1.85317
O -1.42864 -1.68298 2.20261
C -2.53092 -0.81636 2.09321
C 0.89153 -2.06286 2.15923
O 0.67072 -3.30505 2.72669
C 0.07741 -3.31341 4.01055
H 3.04945 -3.52762 3.71351
H 4.40644 -3.91292 2.62973
H 2.73733 -4.32312 2.14928
H 3.39059 -0.08756 1.02813
H 0.83574 5.50167 -1.40763
H 2.10002 4.86239 -2.45430
H 0.42625 4.28662 -2.63686
H -0.66668 1.16050 -4.81870
H -2.22499 0.94241 -5.29366
H -4.04575 0.69024 -3.72070
H -3.49455 2.13762 -2.87111
H -4.84904 0.66964 -1.37677
H -3.18650 0.82314 -0.79813
H -3.94231 -1.55509 -0.71422
H -4.29357 -1.50283 -2.44078
H -2.07800 -2.54340 -2.03098
H -1.53674 -1.09352 -1.18287
H -2.38330 -1.23645 -4.11110
H -0.72417 -1.07302 -3.51089
H -0.80858 0.65406 0.98833
H -2.73492 -0.55023 1.05342
H -3.37927 -1.36991 2.49392
H -2.38234 0.09589 2.68024
H 0.12926 -4.34740 4.34904
H -0.96495 -2.99144 3.97832
H 0.63220 -2.67289 4.70560
```

Results
E_tot ... -1226.16550 Ha
Orbital gap ... 9.126 eV
HOMO level ... -8.344 eV
SMILES ... COc1cc(-c2noc(C)c2C#CC2(N)CCCCC2)cc(OC)c1OC
LUMO energy ... 0.781 eV
ΔE to the lowest compared entry with this formula, charge and spin ... 594.1 kJ/mol